(1)
DFT (the ωB97M-V functional and the def2-TZVPD basis) results for 3 unconnected molecules or ions with the total composition C10H23NO10PS3 in a non-equilibrium geometry.

Computed properties:
Molecular weight: 444.47 g mol⁻¹
Energy: -2737.75573 Ha
Charge: -1
HOMO: -3.4 eV
Frontier orbital gap: 5.40 eV
LUMO level: 2.00 eV

Structure (XYZ):
```
48
Properties=species:S:1:pos:R:3:forces:R:3
C 1.8628 -2.7629 0.5144 -0.5335 -0.1721 -0.0698
C 0.9387 -1.5799 0.4065 0.4396 -0.9583 -1.7494
N 0.8871 -0.8876 1.4338 -0.2308 1.9475 2.6282
C 0.2289 -1.2507 -0.8484 0.3799 -0.3617 -0.1044
P -1.5850 -1.9731 -1.0754 -0.2708 1.0956 -1.9231
S -1.5312 -3.2596 0.7700 -0.1608 -1.0712 0.9299
C -2.3701 -0.4688 -0.1896 0.2385 -1.0417 0.6096
C -3.6411 -0.7191 0.5826 0.1603 1.6787 -0.3849
O -4.7284 -1.2108 -0.2348 1.2752 0.9178 0.5385
C -5.3302 -2.2586 0.2520 2.0938 1.2800 2.4661
O -6.0941 -2.8583 -0.3572 -4.2256 -3.1514 -3.3306
H 1.6150 -3.2546 1.4432 -0.0452 -0.3280 0.1919
H 2.8734 -2.3978 0.6151 0.4390 0.0735 -0.2439
H 1.7512 -3.4529 -0.3101 0.1253 -0.1916 -0.2116
H 0.2666 -0.0942 1.2873 0.0811 -0.0500 -0.0873
H 0.8066 -1.6463 -1.6776 -0.4134 -0.1688 -0.1389
H 0.2278 -0.1669 -0.9702 -0.3547 0.2023 0.0622
H -2.8872 -2.5519 -1.3551 0.0378 0.1473 0.1369
H -1.0012 -3.0979 -1.8085 0.1274 -0.1787 0.4801
H -1.6342 -1.2239 -2.3400 0.0598 -0.1414 -0.0440
H -1.5271 -2.4886 1.8727 0.1291 0.1272 -0.1972
H -2.5065 0.3167 -0.9225 -0.1584 0.1567 -0.3667
H -1.6862 -0.0596 0.5532 -0.1874 -0.6331 -0.4459
H -3.4692 -1.3079 1.4630 -0.0330 -0.8451 0.1263
H -3.9542 0.2536 0.9671 -0.3600 0.1918 0.0288
H -5.1532 -2.5678 1.2821 0.8246 0.4313 0.5564
C 0.1469 4.2252 2.6839 -0.1492 0.2484 -0.3347
C -0.9882 4.1791 3.6841 0.1981 -0.0505 0.4070
O -1.7671 3.0501 3.2900 0.0873 0.1444 -0.3592
S -0.7991 1.9175 2.6670 0.1980 0.7561 0.4558
O -0.5032 0.9776 3.6717 0.0697 -0.3702 0.2505
O -1.3151 1.5533 1.4071 -0.0912 0.6076 0.0647
O 0.4898 2.8595 2.4557 -0.1175 -0.0575 0.3226
H -0.1770 4.6622 1.7361 -0.0151 0.0402 0.0299
H 1.0094 4.7706 3.0586 0.1184 -0.1862 0.0081
H -1.5948 5.0808 3.6697 -0.1787 -0.1185 -0.0919
H -0.6186 4.0045 4.6978 0.0402 0.0600 -0.0080
C 4.4655 0.7153 -4.1353 -0.2731 -0.0056 -0.3356
C 3.8209 1.6345 -3.1194 0.3554 0.1917 0.2220
O 2.9951 0.7787 -2.3322 -0.0066 -0.2102 -0.3506
S 3.6730 -0.6740 -2.2207 -0.1339 0.3912 -0.1993
O 4.3866 -0.7483 -1.0047 0.2970 -0.1919 0.2679
O 2.7221 -1.6394 -2.6068 0.1844 -0.3007 -0.1655
O 4.7440 -0.4864 -3.4153 0.0506 0.2724 0.2381
H 3.7765 0.4775 -4.9492 -0.0105 0.0495 -0.0001
H 5.3835 1.1283 -4.5462 0.1160 -0.1516 0.1015
H 3.2225 2.4147 -3.5819 -0.2032 -0.1032 0.0802
H 4.5685 2.0885 -2.4635 0.0261 0.0282 -0.0605
```
Positions in Å, forces in eV/Å.

Results of the Löwdin charge analysis, in e, for atoms 1 through 4: -0.08, -0.59, 0.12, -0.33

---

(2)
DFT (the ωB97M-V functional and the def2-TZVPD basis) results for 2 unconnected molecules or ions with the total composition C7H20NP in a non-equilibrium geometry.

Computed properties:
Molecular weight: 149.22 g mol⁻¹
Energy: -673.97769 Ha
Charge: +2
HOMO (spin up / spin down): -18.2 / -18.4 eV
Frontier orbital gap (spin up / spin down): 8.55 / 9.77 eV
LUMO level (spin up / spin down): -9.67 / -8.63 eV

Structure (XYZ):
```
29
Properties=species:S:1:pos:R:3:forces:R:3
C -1.9260 -0.5939 1.6928 -0.4895 1.1235 0.4093
C -2.7031 0.7292 -0.1714 -1.5065 0.3190 -0.8178
C -0.9308 1.5555 1.0871 -0.3286 -0.2690 2.7038
C 2.1848 1.0237 -0.2084 -0.0561 2.1875 -1.7097
C 1.6428 -1.2040 -2.1955 -1.8818 2.4132 1.0446
C 1.8264 -1.7575 0.6490 -2.3114 0.6063 1.8418
C -0.5088 -0.2439 -0.4159 -1.5434 -2.4709 -2.4482
N -1.4771 0.2859 0.5336 0.4293 1.4371 0.1973
P 1.3067 -0.4805 -0.4858 -0.9515 -0.5623 -0.8389
H -2.9733 -0.8544 1.6242 -0.0032 -0.3639 -0.5904
H -1.2956 -1.4149 1.8590 0.8442 -1.1812 -0.1009
H -1.8695 0.0557 2.5490 0.0920 0.0724 0.4688
H -2.4788 1.4711 -0.9173 0.4353 0.4885 -0.0918
H -3.1252 -0.0829 -0.7258 -0.3102 -0.7688 -0.0542
H -3.4783 1.1476 0.5106 0.8935 -0.4582 -0.1690
H -1.7303 2.0601 1.6006 -0.5784 0.4181 -0.2713
H -0.2980 1.3576 1.9333 0.8546 -0.4861 0.0812
H -0.4475 2.1943 0.4187 0.4604 0.6667 -1.4990
H 3.2165 0.8228 -0.5350 0.0562 0.0442 0.7438
H 2.0698 1.4558 0.8175 0.3624 -0.4267 -0.9628
H 1.8608 1.8108 -1.0600 0.4600 -1.5242 2.0438
H 1.8245 -2.2007 -1.9800 0.6484 -2.0535 0.2430
H 2.5692 -0.6567 -2.3938 -0.2900 -0.2565 -1.0727
H 0.7338 -1.1828 -2.8882 1.6551 0.6242 0.6821
H 1.8440 -1.3989 1.7076 0.5174 0.0037 -0.8213
H 2.7424 -2.1941 0.3339 0.6978 -0.5703 -0.1477
H 0.9452 -2.4339 0.6932 0.8987 -0.3122 -0.4325
H 0.4169 1.7903 -1.8323 -0.5808 -0.2531 -0.0862
H -1.0896 -0.9429 -1.1925 1.5260 1.5528 1.6552
```
Positions in Å, forces in eV/Å.

Results of the Löwdin charge analysis, in e, for atoms 1 through 4: 0.08, -0.01, -0.02, -0.22

---

(3)
DFT (the ωB97M-V functional and the def2-TZVPD basis) results for a single C4H4N2O2 molecule in a non-equilibrium geometry.

Computed properties:
Molecular weight: 112.09 g mol⁻¹
Energy: -414.71823 Ha
Charge: 0
SMILES: O=Cn1cc[nH]c1=O
HOMO: -9.3 eV
Frontier orbital gap: 9.62 eV
LUMO level: 0.29 eV

Structure (XYZ):
```
12
Properties=species:S:1:pos:R:3:forces:R:3
C 1.0474 -1.6187 -0.4808 -1.8229 -2.9621 -2.5395
C 0.6052 0.7158 -0.5105 4.1690 0.3720 -5.5230
C -0.1735 1.5226 0.0209 -3.2187 5.3449 5.8359
C -1.0177 -0.4401 0.6259 -1.7648 -3.3192 4.3956
H 1.9592 -1.4439 -1.1355 -0.6225 1.7115 1.4197
H 1.3539 1.1554 -1.3581 -1.7194 -2.3984 2.0313
H -0.3093 2.5831 0.0811 0.4691 0.3274 -0.5626
H -1.7574 1.3555 1.2663 1.0291 -1.0967 0.5501
N 0.0976 -0.4967 -0.1361 5.7142 -6.3665 -3.4424
N -0.8539 0.8380 1.1144 -3.8989 3.1187 -1.7975
O 0.8132 -2.8226 -0.5614 -0.4728 2.6190 1.6681
O -1.7647 -1.3485 1.0739 2.1385 2.6495 -2.0357
```
Positions in Å, forces in eV/Å.

Results of the Löwdin charge analysis, in e, for atoms 1 through 4: -0.15, -0.15, -0.13, -0.48

---

(4)
DFT (the ωB97M-V functional and the def2-TZVPD basis) results for 3 unconnected molecules or ions with the total composition C11H24BrN2O10P2 in a non-equilibrium geometry.

Computed properties:
Molecular weight: 486.17 g mol⁻¹
Energy: -4551.49370 Ha
Charge: +1
HOMO: -10.7 eV
Frontier orbital gap: 5.80 eV
LUMO level: -4.93 eV

Structure (XYZ):
```
50
Properties=species:S:1:pos:R:3:forces:R:3
O 0.7646 0.8818 -1.9834 -9.1937 3.4003 -0.0956
C -0.4820 1.4248 -1.9429 8.0665 -1.2383 0.1444
O -0.5559 2.7874 -1.3208 -0.7121 -2.5488 -2.5081
C -1.7970 0.6172 -2.4977 0.3092 -0.2696 1.1500
N -3.0225 1.4593 -2.2188 -3.6891 0.3224 1.7803
C -4.0289 0.9873 -1.1833 -0.8371 4.2725 -2.7647
N -5.1232 2.0291 -1.1053 5.1296 0.2506 -3.9233
C -4.7622 3.1434 -2.0994 3.7666 -2.1835 -1.4211
Br -5.7030 4.8568 -2.5219 1.0301 -2.6434 0.9306
C -3.3714 2.7722 -2.8845 -4.6054 -1.9299 4.9907
H -0.2020 3.4735 -1.9598 -0.2014 -1.3318 0.8645
H -1.7425 0.2892 -3.6206 0.1721 1.0189 2.1505
H -1.9025 -0.3764 -1.8604 0.3951 2.1421 -1.2983
H -4.0493 0.0088 -0.5314 0.3343 2.1638 -1.7322
H -5.9850 2.0372 -0.5156 1.1515 -0.1832 -0.6534
H -2.7488 3.3259 -3.7065 -1.4288 -1.3272 1.9291
C -2.4053 1.8042 1.2594 -0.1042 0.0246 0.0947
O -2.4467 1.4337 2.6242 0.4565 3.4325 -0.5775
P -0.9515 1.7115 3.4489 -0.0150 -9.0920 4.8754
O -0.4920 0.2955 3.0758 0.2439 1.3158 -1.4377
O -1.7247 1.6759 4.9014 1.2468 1.3952 -0.9538
C -2.6439 0.6349 5.1752 -0.7912 -0.3172 -0.0481
O 0.5438 1.9892 4.2735 -1.9321 3.0505 -1.0155
C 1.6661 2.1179 3.4204 0.6788 0.0189 -0.3782
H -3.3904 1.6340 0.8183 0.2037 0.1509 0.4285
H -2.1579 2.8650 1.1744 -0.1238 -0.0370 -0.4099
H -1.6626 1.2051 0.7246 0.0888 -0.0359 -0.0673
H -2.4015 -0.2852 4.6372 0.0976 0.1672 -0.0584
H -3.6534 0.9619 4.9118 0.0630 -0.1386 0.0073
H -2.6181 0.4260 6.2455 0.1754 0.2179 -0.0622
H 1.4279 2.7723 2.5774 0.3506 -0.0640 0.0099
H 1.9774 1.1360 3.0553 -0.1609 0.0757 -0.0273
H 2.4885 2.5588 3.9894 -0.2451 0.0232 0.0189
C 2.7317 -0.9825 -1.0843 -0.3617 0.3294 0.0878
O 3.4954 -2.0232 -0.5052 2.0807 1.4707 -2.6401
P 3.9431 -3.2495 -1.6404 -2.5737 -7.3785 6.6991
O 2.6519 -4.0119 -1.3138 -0.2475 1.2579 -1.3744
O 5.1506 -3.7571 -0.6439 0.0089 0.4976 -1.9874
C 4.8808 -3.9562 0.7312 -0.0575 0.3407 0.7568
O 4.3907 -4.4758 -2.7757 1.6645 3.2483 -0.5297
C 3.6024 -4.4991 -3.9512 -0.3329 -0.1049 -0.5294
H 2.5196 -0.2331 -0.3179 0.0585 -0.1537 -0.0663
H 3.3017 -0.5135 -1.8898 -0.2275 0.2884 0.0465
H 1.7885 -1.3748 -1.4756 0.0664 0.0351 0.0224
H 3.8388 -4.2314 0.9142 0.0412 0.0914 -0.1835
H 5.1256 -3.0463 1.2859 -0.1219 -0.1140 0.0202
H 5.5196 -4.7626 1.0939 0.0654 0.0382 -0.2685
H 3.4650 -3.4846 -4.3353 -0.1185 -0.2269 -0.2421
H 2.6311 -4.9559 -3.7455 0.0542 0.1486 0.0755
H 4.1193 -5.0966 -4.7065 0.0811 0.1293 0.1710
```
Positions in Å, forces in eV/Å.

Results of the Löwdin charge analysis, in e, for atoms 1 through 4: 0.01, -0.20, -0.03, -0.03

---

(5)
DFT (the ωB97M-V functional and the def2-TZVPD basis) results for 2 unconnected molecules or ions with the total composition H2N4O2 in a non-equilibrium geometry.

Computed properties:
Molecular weight: 90.04 g mol⁻¹
Energy: -370.37464 Ha
Charge: 0
HOMO (spin up / spin down): -8.9 / -9.5 eV
Frontier orbital gap (spin up / spin down): 7.95 / 8.46 eV
LUMO level (spin up / spin down): -1.00 / -1.06 eV

Structure (XYZ):
```
8
Properties=species:S:1:pos:R:3:forces:R:3
N 1.7083 0.3091 0.8154 -0.3685 -0.1452 0.0579
N 1.0025 -0.0562 -0.2004 2.0818 -2.8486 4.5495
N 0.5980 0.3471 -1.2307 -3.7307 1.7690 -4.4526
N -0.3081 0.4750 -2.0056 2.7960 0.1851 1.7135
O -1.2666 -0.5724 0.3982 -1.7343 0.6164 -0.5571
O -2.0563 0.0842 -0.5173 0.8252 -0.8146 0.8555
H 1.7523 -0.5156 1.5190 -0.1462 1.2255 -1.9634
H -1.4300 -0.0712 1.2214 0.2767 0.0124 -0.2033
```
Positions in Å, forces in eV/Å.

Results of the Löwdin charge analysis, in e, for atoms 1 through 4: 0.06, -0.13, -0.13, 0.20

---

(6)
DFT (the ωB97M-V functional and the def2-TZVPD basis) results for a single C23H25FN2O3 molecule.

Computed properties:
Molecular weight: 396.46 g mol⁻¹
Energy: -1326.56676 Ha
Charge: 0
SMILES: Cc1cc(C)cc(C(=O)N[C@H]2CC23CCN(C(=O)c2cccc(O)c2F)CC3)c1
HOMO: -8.8 eV
Frontier orbital gap: 9.42 eV
LUMO level: 0.64 eV

Structure (XYZ):
```
54
Properties=species:S:1:pos:R:3:forces:R:3
C 0.2469 -6.1275 -2.7287 -0.0108 -0.0057 0.0052
C 0.0235 -4.6974 -3.1402 -0.0009 0.0482 -0.0035
C 0.1915 -4.3041 -4.4647 0.0018 -0.0136 0.0060
C -0.0132 -2.9918 -4.8766 -0.0277 0.0253 0.0516
C 0.2081 -2.5848 -6.3081 0.0147 -0.0090 -0.0003
C -0.4049 -2.0536 -3.9278 0.0152 -0.0458 0.0160
C -0.5921 -2.4235 -2.6027 0.0259 0.0507 -0.0407
C -0.9973 -1.3465 -1.6361 -0.3485 0.1108 -0.2150
O -0.7232 -0.1755 -1.8293 -0.0289 -0.0580 -0.0429
N -1.7270 -1.7657 -0.5673 0.2269 -0.3063 0.2908
C -1.9881 -0.9851 0.6032 0.2662 0.3177 -0.1486
C -1.5153 -1.5087 1.9369 -0.2812 -0.1299 -0.0069
C -0.8681 -0.2934 1.3571 0.0320 0.0304 0.0550
C 0.5969 -0.4109 0.9610 -0.0839 0.0624 0.0321
C 1.1416 0.8490 0.2861 -0.0057 0.0457 0.0299
N 0.7972 2.0358 1.0683 0.0137 -0.0888 0.1120
C 1.6894 2.4638 2.0024 -0.0994 0.0399 -0.0917
O 2.7920 1.9648 2.1546 0.0368 0.0035 -0.0018
C 1.2854 3.6187 2.8854 0.0387 0.0009 0.1311
C 1.4418 3.4687 4.2640 -0.0340 0.0183 -0.0499
C 1.1388 4.5120 5.1190 0.0153 -0.0313 -0.0217
C 0.7011 5.7295 4.6125 -0.0034 0.0151 -0.0216
C 0.5664 5.9084 3.2458 0.0091 -0.0710 -0.0612
O 0.1612 7.0705 2.6641 0.0133 -0.0235 0.0501
C 0.8602 4.8395 2.4007 0.0006 0.0393 0.0362
F 0.7280 5.0355 1.0799 -0.0278 -0.0168 -0.0640
C -0.6450 2.2097 1.2097 0.0580 -0.0168 -0.0181
C -1.2213 1.0370 1.9999 0.0726 -0.0452 -0.0297
C -0.3696 -3.7408 -2.2118 -0.0026 0.0024 -0.0250
H 0.5188 -6.1974 -1.6756 0.0075 -0.0002 -0.0056
H -0.6591 -6.7195 -2.8754 -0.0038 0.0032 -0.0039
H 1.0384 -6.5898 -3.3181 0.0051 0.0061 0.0067
H 0.5010 -5.0432 -5.1965 0.0004 -0.0038 -0.0026
H -0.5846 -1.9224 -6.6558 -0.0043 -0.0036 0.0015
H 1.1523 -2.0471 -6.4142 0.0009 0.0032 0.0054
H 0.2444 -3.4529 -6.9656 -0.0089 0.0048 0.0030
H -0.5626 -1.0179 -4.2021 0.0009 0.0012 0.0005
H -2.0111 -2.7302 -0.5508 0.0520 -0.0073 0.0188
H -2.9315 -0.4494 0.5938 0.0178 -0.0077 -0.0229
H -2.1765 -1.4012 2.7881 0.0108 -0.0054 -0.0107
H -0.9404 -2.4275 1.9167 0.0029 0.0176 -0.0032
H 1.1720 -0.5851 1.8764 0.0108 -0.0038 -0.0137
H 0.7534 -1.2764 0.3152 0.0177 -0.0241 -0.0056
H 2.2239 0.7956 0.2103 -0.0035 0.0061 -0.0161
H 0.7062 0.9650 -0.7042 0.0498 0.0089 0.0593
H 1.8177 2.5262 4.6380 -0.0081 0.0081 0.0153
H 1.2516 4.3879 6.1874 0.0027 0.0036 0.0030
H 0.4720 6.5543 5.2779 0.0000 -0.0022 0.0158
H 0.0244 7.7325 3.3496 -0.0041 0.0025 -0.0138
H -0.8684 3.1504 1.7036 -0.0022 0.0252 -0.0040
H -1.0733 2.2416 0.2059 -0.0131 0.0092 -0.0047
H -2.3049 1.1364 2.0959 -0.0194 0.0036 -0.0022
H -0.8037 1.0655 3.0131 -0.0015 0.0119 0.0032
H -0.4650 -4.0289 -1.1705 0.0039 -0.0066 0.0033
```
Positions in Å, forces in eV/Å.

Results of the Löwdin charge analysis, in e, for atoms 1 through 4: -0.05, -0.26, 0.00, -0.25

---

Q: Which value of molecular weight does entry 3 give?
A: 112.09 g mol⁻¹

---

Q: Look up the energy of the third one.
A: -414.71823 Ha